ORCA calculation (ωB97M-V/def2-TZVPD) on C3H3IN2O in the gas phase at a distorted geometry.

Its energy above the lowest of the compared OMol25 structures with the same formula, charge and spin is 63.6 kcal/mol. The calculation puts the frontier orbital gap at 8.475 eV. The calculation puts the molecular weight at 210.0 g mol⁻¹. As for the max |F|: 6.12 eV/A. For the highest occupied orbital energy, the calculation gives -8.158 eV. Its SMILES is On1ccnc1I.

ORCA input file:
```
! wB97M-V def2-TZVPD RIJCOSX def2/J DEFGRID3
* xyz 0 1
O 0.303 -1.941 -0.222
N 0.149 -0.579 -0.126
C -1.065 0.030 -0.105
C -0.832 1.391 -0.057
N 0.428 1.759 -0.036
C 1.159 0.265 -0.104
I 3.133 -0.192 0.163
H 0.296 -2.331 0.666
H -1.969 -0.542 -0.141
H -1.602 2.140 -0.038
*
```